Here is a cluster of 2 separate species, C7H12 in total from OMol25. Energies are from ωB97M-V with the def2-TZVPD basis set.

* relative energy (zero: lowest compared OMol25 entry of this formula, charge and spin): 130.0 kcal/mol
* lowest unoccupied orbital energy: -0.30 eV

Last column: natural (NBO) charge in e.
Positions of all 19 atoms, in Å:
1 C -1.9827 -1.1059 -0.4680  -0.270
2 C 0.6265 -0.9479 -0.0483  0.065
3 C -0.1096 0.9923 0.2362  -0.225
4 C 0.1515 2.4449 0.5327  -0.606
5 C 0.6753 0.2912 -0.9069  -0.455
6 C 0.6016 -2.2563 -0.3190  -0.400
7 C 0.3968 -0.1176 1.1992  -0.454
8 H 1.2188 2.6382 0.6908  0.197
9 H -1.8533 -1.6376 -1.4366  0.092
10 H 1.3525 0.1654 1.6629  0.215
11 H -0.1963 3.0570 -0.3086  0.211
12 H 1.7026 0.6797 -0.9731  0.214
13 H 0.7513 -2.6198 -1.3375  0.208
14 H 0.5138 -3.0161 0.4620  0.210
15 H -0.2736 -0.5137 1.9699  0.218
16 H -1.1642 0.7963 0.0582  0.261
17 H 0.2311 0.2289 -1.9060  0.218
18 H -0.4078 2.7484 1.4256  0.211
19 H -2.0773 -1.9216 0.2772  0.091

***

Here is the molecule C7H12 from OMol25. Energies are from ωB97M-V with the def2-TZVPD basis set.

* relative energy (zero: lowest compared OMol25 entry of this formula, charge and spin): 103.1 kcal/mol
* lowest unoccupied orbital energy: 0.83 eV

Last column: natural (NBO) charge in e.
Positions of all 19 atoms, in Å:
1 C -1.0326 -0.4651 0.7342  -0.204
2 C 0.4745 -0.1496 0.5971  -0.372
3 C -2.1536 0.5314 0.3488  -0.394
4 C 1.0867 -0.2586 -0.7931  -0.396
5 C 2.5115 0.2868 -0.7857  -0.606
6 C -1.9454 -0.7143 -0.4366  -0.418
7 C 0.1741 1.2178 1.0509  -0.104
8 H 2.5041 1.3347 -0.4644  0.217
9 H 1.0700 -1.3034 -1.1308  0.199
10 H -2.6593 -1.5243 -0.3183  0.225
11 H 0.4867 0.3256 -1.5009  0.202
12 H -2.9898 0.5848 1.0388  0.221
13 H 1.0019 -0.8133 1.2973  0.207
14 H -1.2598 -1.0369 1.6289  0.230
15 H -1.5347 -0.6219 -1.4373  0.224
16 H 3.1486 -0.2740 -0.0914  0.198
17 H -1.8888 1.4731 -0.1106  0.252
18 H 2.9728 0.2380 -1.7770  0.210
19 H 0.0331 1.1692 2.1501  0.110

***

Here is the molecule C7H12 in a non-equilibrium geometry from OMol25. Energies are from ωB97M-V with the def2-TZVPD basis set.

* SMILES string: C/C=C/C=C/CC
* relative energy (zero: lowest compared OMol25 entry of this formula, charge and spin): 68.5 kcal/mol
* lowest unoccupied orbital energy: 1.13 eV

Last column: natural (NBO) charge in e.
Positions of all 19 atoms, in Å:
1 C 0.3903 -0.0940 -3.5295  -0.609
2 C 0.1769 -0.6084 0.2316  -0.205
3 C 0.2589 0.0026 -0.9756  -0.192
4 C -0.6470 0.0882 2.4340  -0.172
5 C 0.3438 -0.8200 -2.2394  -0.441
6 C -0.6413 1.0028 3.6161  -0.660
7 C 0.3057 -0.1071 1.6124  -0.234
8 H -1.0149 0.6382 4.6506  0.227
9 H 0.0246 -1.6879 0.3188  0.193
10 H 1.3138 0.4789 1.6969  0.198
11 H 0.3370 1.3746 4.0255  0.221
12 H -1.1857 1.9010 3.0799  0.231
13 H -0.5924 -0.0593 -3.9129  0.202
14 H 0.7584 0.9776 -3.5025  0.207
15 H -0.3905 -1.6623 -2.2853  0.214
16 H 0.9387 -0.6966 -4.2459  0.214
17 H -1.5995 -0.4604 2.2646  0.196
18 H 1.3675 -1.3045 -2.0542  0.204
19 H -0.1444 1.0364 -1.1848  0.206

***

no.,orbital gap (eV)
1,8.51
2,9.03
3,9.69